Below is a 2-piece molecular cluster, C4H8NS overall in a non-equilibrium geometry, with properties calculated with ωB97M-V with the def2-TZVPD basis set.

The calculation puts the total energy at -16592.4943 eV. For the energy above the lowest of the compared OMol25 structures with the same formula, charge and spin, the calculation gives 67.2 kcal/mol. The HOMO-LUMO gap comes out at 0.330 hartree. The value obtained for the LUMO energy is -5.4 eV.

```
! RIJCOSX wB97M-V def2-TZVPD def2/J DEFGRID3
* xyz 1 1
H -1.36 2.74 -0.72
S -0.87 1.24 1.06
C -0.44 2.15 -0.37
H 1.67 -0.47 1.68
H -0.27 1.38 -1.19
H 1.79 -1.20 0.27
H 1.01 -2.05 1.35
C -0.69 -0.85 -0.61
H -0.23 -1.86 -2.56
H 0.40 2.88 -0.24
H -0.88 -1.27 1.36
C -0.81 -0.37 0.64
C -0.51 -1.24 -1.74
N 1.20 -1.07 1.06
*
```

Atomic partial charges in e from the Mulliken method, atoms 1 to 6:
1. H 0.312
2. S 0.081
3. C -0.601
4. H 0.273
5. H 0.169
6. H 0.296


Below is a 2-piece molecular cluster, C11H16FN2O4 overall, with properties calculated with ωB97M-V with the def2-TZVPD basis set.

The calculation puts the total energy at -25552.4579 eV. The HOMO-LUMO gap comes out at 0.272 hartree. The value obtained for the LUMO energy is 3.1 eV.

```
! RIJCOSX wB97M-V def2-TZVPD def2/J DEFGRID3
* xyz -1 1
H -3.19 4.98 -0.87
H -2.76 1.74 0.11
C 2.80 -4.85 1.06
O -2.41 3.17 -1.36
H 0.00 3.09 -2.12
N 0.55 -1.13 1.63
H 1.13 -1.59 -0.35
F 0.37 0.20 1.15
H 1.49 3.13 -1.17
H -1.04 2.18 -0.12
O -0.95 -1.73 -1.44
H -0.15 -6.17 1.99
H 3.85 -5.07 0.96
C -0.99 -1.90 -0.20
C -1.07 5.17 -0.99
H 2.96 -2.85 0.30
C 0.93 -3.34 0.82
H -2.33 4.18 0.45
H -1.10 6.13 -0.47
H -1.89 1.19 -1.33
H 1.54 -1.09 1.89
C -2.00 2.01 -0.63
O 0.12 4.51 -0.60
H -1.07 5.36 -2.07
H 1.18 4.40 -2.38
C 0.45 -1.96 0.43
C 0.58 -5.44 1.63
O -1.95 -1.98 0.57
N 0.09 -4.26 1.29
H 2.24 -6.79 1.82
C 0.72 3.75 -1.63
C 2.30 -3.61 0.70
C -2.31 4.37 -0.63
C 1.91 -5.80 1.54
*
```

Atomic partial charges in e from the Mulliken method, atoms 1 to 6:
1. H 0.396
2. H 0.376
3. C -0.400
4. O -0.404
5. H 0.337
6. N -0.499


Below is a single C2H4N2S3 molecule in a non-equilibrium geometry, with properties calculated with ωB97M-V with the def2-TZVPD basis set.

As for the structure (SMILES): C=N/N=C(/S)SS. The calculation puts the total energy at -37621.5557 eV. For the energy above the lowest of the compared OMol25 structures with the same formula, charge and spin, the calculation gives 66.1 kcal/mol. The HOMO-LUMO gap comes out at 0.317 hartree. The value obtained for the LUMO energy is -0.1 eV.

```
! RIJCOSX wB97M-V def2-TZVPD def2/J DEFGRID3
* xyz 0 1
H -0.95 -0.49 -2.86
H 3.62 0.21 -0.95
S 1.53 -0.14 0.34
H -1.88 0.29 2.85
S 0.32 -0.36 -2.46
N -1.24 -0.17 -0.31
C -1.64 0.51 1.78
C -0.14 -0.13 -0.85
N -1.57 -0.38 0.94
S 3.39 -0.85 -0.13
H -1.42 1.50 1.65
*
```

Atomic partial charges in e from the Mulliken method, atoms 1 to 6:
1. H 0.148
2. H 0.156
3. S -0.141
4. H 0.222
5. S -0.206
6. N -0.131


Below is C36H38N6OPdS as an isolated structure in a non-equilibrium geometry, with properties calculated with ωB97M-V with the def2-TZVPD basis set.

The calculation puts the total energy at -63233.5647 eV. The HOMO-LUMO gap (alpha / beta) comes out at 0.218 / 0.218 hartree. The value obtained for the LUMO energy (alpha / beta) is -7.4 / -7.4 eV.

```
! RIJCOSX wB97M-V def2-TZVPD def2/J DEFGRID3
* xyz 2 1
H 0.25 -4.09 -4.32
H -1.01 -3.40 2.82
H -1.47 -0.72 2.74
O 0.10 -1.89 -0.65
H 2.58 -1.56 -1.86
S -0.97 -2.94 -0.89
H 3.83 -0.35 6.29
C 2.10 -0.23 2.83
N -1.72 -0.23 -2.25
N -4.56 -0.30 -0.39
H -3.31 6.17 -2.19
H -0.33 -5.98 -2.90
H -0.02 -2.37 1.78
H -2.41 -1.02 -4.12
C -1.72 0.28 2.41
N -3.82 -0.81 -2.55
C -0.07 -4.42 -1.48
C -1.53 -3.49 0.77
H -1.83 -5.24 -2.39
N -2.37 0.03 -1.12
C 1.44 -0.29 1.54
N -3.60 -0.34 -1.35
H -2.54 3.92 1.36
H 0.93 -4.06 -1.75
C 1.12 5.24 -1.28
H -1.03 6.89 -1.58
C -0.81 0.99 1.61
C 1.66 0.60 3.87
H -3.79 3.79 -2.60
C 3.81 -1.11 4.29
C 2.09 4.28 -1.25
C 2.19 0.53 -1.60
H -3.59 0.31 3.43
H 1.94 1.19 5.91
H -0.39 2.90 0.70
C -2.32 2.89 1.64
C -0.48 -3.36 1.86
H 3.11 4.55 -1.05
C 2.69 1.82 -1.44
C -2.62 -0.73 -3.10
H 1.37 6.28 -1.09
H 1.27 -4.34 1.00
H 1.92 -0.96 0.82
C -0.22 4.90 -1.59
H -1.88 -4.52 0.64
C 0.36 0.36 1.14
H 0.19 -5.43 1.91
C -0.76 -4.14 -3.91
H -1.07 -3.11 -3.68
H 4.50 2.96 -1.23
C -1.81 3.14 -2.17
H 4.66 -1.77 4.45
C -2.79 4.08 -2.30
C -1.13 2.32 1.24
C 4.38 -0.39 -1.65
C -0.50 3.52 -1.80
C 0.62 -4.42 1.87
H 0.01 -5.12 -0.65
C -2.52 5.44 -2.06
H 5.98 1.02 -1.43
C -1.26 5.84 -1.72
C 3.35 -0.31 5.32
H -2.39 -2.85 0.98
C 1.73 2.93 -1.44
N 0.47 2.58 -1.67
H -4.39 0.42 0.29
Pd 0.18 0.40 -1.01
C 4.91 0.88 -1.47
C 3.00 -0.57 -1.71
H 3.56 -1.70 2.24
H -1.42 -4.53 -4.68
C -0.80 -5.03 -2.67
C -2.90 0.86 2.81
C 2.28 0.56 5.11
C -3.22 2.16 2.41
H -4.14 2.62 2.74
H -5.49 -0.34 -0.79
H 0.84 1.29 3.71
H 1.24 -4.30 2.76
C 4.07 1.98 -1.36
H 5.04 -1.24 -1.75
C 3.20 -1.07 3.05
H -1.98 2.10 -2.40
*
```

Atomic partial charges in e from the Mulliken method, atoms 1 to 6:
1. H 0.310
2. H 0.549
3. H 0.596
4. O -0.107
5. H 0.546
6. S 0.533